Record 1
DFT (ωB97M-V/def2-TZVPD) results for a structure of composition C4H2O2Tl in a non-equilibrium geometry.

Structure (XYZ):
```
9
Properties=species:S:1:pos:R:3:forces:R:3
O -1.730 1.662 0.852 1.359 -1.360 -0.088
C -0.932 0.756 1.072 -0.535 2.202 0.599
H -0.942 0.233 2.055 0.307 -0.392 -0.820
C -0.058 -1.505 -0.689 -1.276 0.634 0.007
C -0.228 -0.303 -0.244 1.697 -1.315 0.363
C 0.715 0.672 0.291 -2.280 -0.116 -0.621
O 1.619 1.116 -0.436 0.556 0.911 0.805
Tl 2.374 -0.358 -2.071 -0.241 -0.381 -0.129
H -0.818 -2.274 -0.829 0.413 -0.182 -0.117
```
Positions in Å, forces in eV/Å.

Values from the calculation:
Kohn-Sham gap (spin up / spin down) = 6.89 / 6.48 eV
<S²> = 0.767
multiplicity = 2
HOMO energy (spin up / spin down) = -7.63 / -7.98 eV

=====

Record 2
DFT (ωB97M-V/def2-TZVPD) results for a cluster of 4 separate species, C12H20FO8S in total in a non-equilibrium geometry.

Structure (XYZ):
```
42
Properties=species:S:1:pos:R:3:forces:R:3
F -2.364 1.353 -1.473 0.561 -0.226 0.551
C -2.626 -2.061 1.289 1.175 -0.269 -0.621
C -2.033 -0.613 1.324 3.437 2.060 -0.650
C -2.764 0.506 2.157 4.017 -0.695 -3.414
O -2.396 0.298 3.434 0.652 0.617 1.964
C -1.160 -0.236 3.418 0.508 -0.690 3.258
O -0.516 -0.360 4.442 -0.326 0.305 -1.310
O -0.858 -0.693 2.246 0.745 -0.695 -1.100
H -3.585 -1.991 0.705 0.926 -0.700 0.721
H -2.632 -2.621 2.270 -0.978 1.561 -0.328
H -1.860 -2.809 0.877 -1.072 1.459 -0.631
H -1.387 -0.053 0.343 -3.129 -2.142 2.062
H -3.687 0.387 2.009 -7.850 -1.705 -0.342
H -2.743 1.480 1.712 1.642 1.053 0.064
C 0.167 2.869 1.607 -0.971 -2.354 -1.004
C 0.652 2.348 0.283 -2.549 3.992 -0.670
C 0.217 3.282 -0.940 0.892 -0.324 0.917
O 1.430 3.827 -1.363 3.887 0.412 1.052
C 2.426 3.208 -0.708 6.773 2.661 -2.874
O 3.686 3.458 -0.966 -6.183 -1.384 1.524
O 2.014 2.337 0.182 1.796 -0.629 0.252
H 0.439 3.854 1.545 -0.161 2.854 0.832
H 0.654 2.378 2.386 1.395 -0.691 1.391
H -0.871 2.549 1.796 0.113 1.069 -0.562
H 0.185 1.506 0.041 -1.206 -4.266 -0.743
H -0.312 4.184 -0.729 -1.590 -0.194 0.327
H 0.050 2.764 -1.837 -2.395 -1.205 -0.556
C 0.422 -2.039 -0.846 -2.289 2.321 1.704
C 1.251 -3.315 -1.162 4.339 5.721 5.272
C 2.453 -2.820 -1.993 1.400 -1.696 0.634
S 1.746 -1.556 -2.999 2.643 0.159 -3.594
O 0.762 -2.184 -3.877 0.705 0.387 0.626
O 2.845 -0.759 -3.605 -2.161 -1.124 1.197
C 0.886 -0.847 -1.740 -3.740 -1.667 0.146
H 0.564 -1.737 0.294 -0.323 -0.485 -2.394
H -0.764 -1.942 -1.055 2.661 -1.546 0.733
H 0.695 -3.738 -1.774 -4.896 -5.487 -4.933
H 1.498 -3.682 -0.153 -0.044 -0.876 -1.062
H 2.953 -3.655 -2.593 -0.923 1.268 0.438
H 3.273 -2.386 -1.385 -0.613 0.043 -0.279
H -0.008 -0.301 -2.021 -0.229 -0.040 -1.003
H 1.299 -0.188 -1.140 3.365 3.146 2.404
```
Positions in Å, forces in eV/Å.

Values from the calculation:
Kohn-Sham gap = 7.92 eV
HOMO energy = -5.31 eV
net charge = -1

=====

Record 3
DFT (ωB97M-V/def2-TZVPD) results for the molecule C4H4N2O2 in a non-equilibrium geometry.

Structure (XYZ):
```
12
Properties=species:S:1:pos:R:3:forces:R:3
C -2.478 -0.716 0.028 -0.408 0.069 0.966
C -1.118 -0.179 -0.031 2.589 -0.843 -0.023
C 0.230 1.659 -0.014 2.018 -2.727 0.587
C 1.181 -0.564 0.017 0.349 0.822 -0.584
H -2.849 -0.661 1.069 0.224 0.119 -0.349
H -3.131 -0.108 -0.561 -0.522 0.247 -0.466
H -2.486 -1.754 -0.244 -0.012 -0.341 -0.288
H 0.515 2.678 0.077 -0.227 0.921 -0.223
N -0.914 1.160 -0.057 -2.914 1.914 -0.095
N -0.113 -1.012 -0.039 -0.356 -0.741 0.290
O 1.320 0.865 0.054 0.091 0.639 -0.005
O 2.211 -1.165 -0.012 -0.831 -0.078 0.190
```
Positions in Å, forces in eV/Å.

Values from the calculation:
Kohn-Sham gap = 10.09 eV
HOMO energy = -10.49 eV
structure (SMILES) = Cc1ncoc(=O)n1

=====

Record 4
DFT (ωB97M-V/def2-TZVPD) results for a cluster of 2 separate species, C5H7Br in total in a non-equilibrium geometry.

Structure (XYZ):
```
13
Properties=species:S:1:pos:R:3:forces:R:3
C 0.620 1.173 0.184 -1.535 0.909 -3.204
C 1.247 -0.042 -0.552 -4.364 2.177 -0.398
C -0.747 0.530 0.144 -0.569 -1.076 0.306
C -0.186 -0.666 -0.589 0.377 -0.352 -2.861
C -0.549 -0.857 0.757 -3.709 1.180 -1.037
Br -3.054 -1.956 0.793 2.754 1.085 0.067
H 0.843 1.501 1.102 1.625 0.768 3.622
H 0.639 2.107 -0.442 0.040 -0.949 0.264
H 1.531 0.334 -1.484 0.997 -0.260 -1.465
H 1.802 -0.676 -0.038 3.574 -2.369 1.951
H -1.728 0.979 0.062 0.130 -0.088 0.125
H -0.546 -1.285 -1.403 -0.146 0.214 0.031
H 0.127 -1.140 1.466 0.825 -1.240 2.599
```
Positions in Å, forces in eV/Å.

Values from the calculation:
Kohn-Sham gap = 7.88 eV
HOMO energy = -9.66 eV

=====

Record 5
DFT (ωB97M-V/def2-TZVPD) results for a cluster of 2 separate species, C2HCl3OS in total in a non-equilibrium geometry.

Structure (XYZ):
```
8
Properties=species:S:1:pos:R:3:forces:R:3
C -0.757 -0.103 -0.302 0.758 -0.865 -0.882
C -0.539 -2.572 2.761 0.138 2.123 1.794
O -1.853 0.150 0.002 -0.738 1.104 0.532
S -1.195 -1.372 3.680 0.713 -1.245 -1.125
Cl 1.208 -2.659 2.546 -0.904 -0.313 -0.163
Cl -1.461 -3.794 2.077 0.058 -0.615 -0.436
Cl -0.288 -1.751 -0.613 0.310 -1.204 -0.140
H 0.144 0.450 -0.575 -0.335 1.015 0.420
```
Positions in Å, forces in eV/Å.

Values from the calculation:
Kohn-Sham gap = 8.49 eV
HOMO energy = -9.47 eV
structure (SMILES) = S=C(Cl)Cl.O=CCl

=====

Record 6
DFT (ωB97M-V/def2-TZVPD) results for a structure of composition C4H10AgClO2 in a non-equilibrium geometry.

Structure (XYZ):
```
18
Properties=species:S:1:pos:R:3:forces:R:3
Ag 0.564 -1.438 -2.647 -0.552 1.301 0.061
Cl -0.952 1.649 -4.162 0.481 -1.079 0.544
C 2.708 0.915 0.252 -0.530 0.427 -0.334
O 1.386 0.421 0.020 0.229 -0.140 -0.004
C 0.462 0.597 1.119 0.915 -0.577 -1.142
C -0.925 0.189 0.621 -0.360 0.609 0.560
O -0.975 -1.174 0.296 0.590 -1.512 -0.191
C -2.240 -1.700 -0.125 0.332 1.122 -0.451
H 3.187 0.461 1.120 -0.040 -0.078 0.077
H 2.705 2.002 0.335 -0.228 0.198 0.512
H 3.324 0.780 -0.637 -0.209 -0.616 -0.045
H 0.552 1.624 1.473 -0.600 0.252 -0.158
H 0.800 -0.022 1.950 -0.183 -0.344 0.119
H -1.258 0.789 -0.226 0.248 0.215 -0.236
H -1.632 0.382 1.428 -0.157 0.136 0.281
H -2.567 -1.075 -0.956 -0.416 0.019 -0.146
H -3.009 -1.686 0.647 0.129 0.050 0.254
H -2.130 -2.715 -0.510 0.350 0.018 0.299
```
Positions in Å, forces in eV/Å.

Values from the calculation:
Kohn-Sham gap = 5.21 eV
HOMO energy = -7.84 eV

=====

Record 7
DFT (ωB97M-V/def2-TZVPD) results for a structure of composition C38H29F7N8OSeTa in a non-equilibrium geometry.

Structure (XYZ):
```
85
Properties=species:S:1:pos:R:3:forces:R:3
Ta 0.633 0.478 -0.031 -0.268 0.889 -0.479
C -2.703 -3.377 3.145 -0.066 0.021 0.049
C -3.277 -2.298 2.494 -0.006 -0.025 0.056
C -2.561 -1.594 1.534 0.116 0.017 -0.097
C -1.258 -1.958 1.233 0.103 -0.063 0.094
C -0.666 -3.022 1.916 -0.092 0.027 -0.006
C -1.393 -3.734 2.855 0.080 -0.003 -0.021
N -0.555 -1.355 0.118 -0.125 0.035 0.109
C -0.436 -2.188 -0.933 -0.055 -0.257 -0.202
C -0.950 -3.530 -0.999 0.042 0.251 0.140
C -0.761 -4.291 -2.108 0.004 -0.071 -0.063
C -0.075 -3.815 -3.260 0.012 0.021 -0.013
C 0.356 -2.532 -3.284 -0.035 -0.046 0.019
C 0.165 -1.714 -2.138 -0.019 0.053 0.109
N 0.375 -0.377 -2.141 0.171 -0.178 -0.092
N 0.683 0.185 -3.243 0.060 -0.093 0.054
C 0.652 1.575 -3.202 -0.018 -0.129 -0.070
C 0.883 2.225 -4.413 -0.027 0.109 0.086
C 0.836 3.604 -4.435 -0.009 -0.038 0.022
C 0.561 4.268 -3.249 0.010 0.062 -0.086
C 0.354 3.535 -2.097 -0.039 -0.074 0.108
N 0.390 2.197 -2.050 0.098 0.166 -0.028
H -3.268 -3.934 3.881 -0.008 0.005 -0.003
H -4.293 -2.004 2.720 -0.008 0.002 -0.003
H -3.030 -0.786 0.998 -0.013 -0.046 0.032
H 0.347 -3.306 1.679 0.021 -0.016 -0.010
H -0.934 -4.574 3.362 0.009 -0.002 0.000
H -1.493 -3.931 -0.161 -0.008 -0.037 -0.002
H -1.156 -5.299 -2.118 -0.006 0.001 0.013
H 0.068 -4.466 -4.111 0.004 -0.001 -0.001
H 0.830 -2.105 -4.155 0.010 0.016 -0.004
H 1.071 1.635 -5.298 0.000 -0.035 0.006
H 1.004 4.148 -5.355 -0.001 0.007 -0.002
H 0.511 5.347 -3.206 0.000 0.002 0.008
H 0.159 4.051 -1.171 0.008 0.013 0.015
C -5.190 -0.227 -1.510 -0.076 -0.011 0.007
C -4.009 -0.476 -2.188 0.080 -0.024 -0.048
C -2.820 0.092 -1.752 -0.146 0.016 0.039
C -2.831 0.915 -0.639 0.160 0.091 0.017
C -4.015 1.188 0.041 -0.037 -0.053 -0.129
C -5.192 0.608 -0.399 0.027 0.040 0.046
N -1.590 1.481 -0.165 -0.238 -0.208 0.112
N -1.756 2.613 0.329 0.004 0.011 -0.044
C -0.609 3.239 0.816 -0.021 -0.067 0.077
C -0.769 4.537 1.300 0.077 -0.080 -0.026
C 0.351 5.229 1.720 -0.054 0.054 0.007
C 1.597 4.614 1.659 0.079 0.010 0.015
C 1.731 3.312 1.193 -0.102 0.041 -0.087
C 0.627 2.590 0.753 0.104 -0.289 0.033
H -6.112 -0.681 -1.846 -0.002 0.000 0.002
H -4.008 -1.114 -3.062 0.002 0.002 0.002
H -1.906 -0.091 -2.292 0.037 -0.005 -0.008
H -3.998 1.822 0.915 0.016 0.007 0.013
H -6.114 0.802 0.133 -0.005 -0.003 -0.003
H -1.758 4.976 1.328 -0.014 -0.011 -0.008
H 0.257 6.238 2.098 0.019 -0.001 0.007
H 2.474 5.151 1.997 -0.007 0.007 0.005
H 2.709 2.849 1.205 0.023 0.007 -0.019
F 3.295 -0.523 0.980 0.093 -0.100 -0.040
C 2.304 -1.100 0.187 -0.207 0.130 0.219
F 2.054 -2.315 0.756 -0.100 -0.074 -0.036
H 2.790 -1.325 -0.774 -0.007 -0.062 0.009
C 5.024 0.414 -3.223 0.002 -0.036 -0.022
N 3.736 0.560 -2.566 -0.013 0.063 0.001
C 3.579 1.009 -1.323 0.023 -0.015 0.064
N 4.642 1.348 -0.591 0.013 0.099 -0.093
O 2.416 1.154 -0.837 0.142 0.138 0.055
H 4.860 -0.023 -4.203 -0.001 0.010 -0.004
H 5.672 -0.262 -2.662 0.002 -0.001 0.001
H 5.517 1.378 -3.353 0.004 0.002 0.005
H 2.885 0.370 -3.077 0.032 -0.041 -0.002
H 5.578 1.191 -0.920 0.004 -0.010 0.007
H 4.496 1.462 0.398 0.009 -0.050 0.018
F 0.032 -3.581 6.714 -0.012 -0.002 0.020
C 0.137 -2.666 5.758 0.046 0.016 -0.078
C -0.923 -1.820 5.484 -0.019 -0.007 -0.026
F -2.053 -1.920 6.181 0.003 -0.007 0.018
C -0.807 -0.892 4.467 -0.025 0.040 0.012
F -1.837 -0.067 4.253 -0.022 -0.023 -0.011
C 0.338 -0.792 3.694 0.163 -0.009 0.031
Se 0.513 0.714 2.514 0.115 -0.145 0.062
C 1.404 -1.618 4.018 -0.087 0.006 0.022
F 2.564 -1.509 3.376 0.024 -0.017 0.001
C 1.310 -2.559 5.027 -0.064 -0.005 0.010
F 2.339 -3.355 5.306 0.008 -0.016 0.006
```
Positions in Å, forces in eV/Å.

Values from the calculation:
Kohn-Sham gap (spin up / spin down) = 5.79 / 5.78 eV
HOMO energy (spin up / spin down) = -10.40 / -10.40 eV
net charge = +1

=====

Record 8
DFT (ωB97M-V/def2-TZVPD) results for a cluster of 2 separate species, ClHN2O in total in a non-equilibrium geometry.

Structure (XYZ):
```
5
Properties=species:S:1:pos:R:3:forces:R:3
N 0.836 -0.065 -0.233 -0.642 -0.562 0.349
N -0.200 0.010 0.320 2.730 -3.310 -0.934
O -1.492 -1.976 0.227 -0.086 -0.097 0.008
Cl 1.732 1.423 -0.941 -0.247 0.752 0.067
H -0.876 0.608 0.626 -1.756 3.218 0.510
```
Positions in Å, forces in eV/Å.

Values from the calculation:
Kohn-Sham gap (spin up / spin down) = 9.72 / 8.13 eV
<S²> = 2.010
multiplicity = 3
HOMO energy (spin up / spin down) = -9.94 / -10.04 eV

=====

Electronic energy: -476.33948 -1569.08214 -414.81384 -2768.55240 -1930.77328 -915.90923 -5136.06860 -645.28876 (Ha)
ΔE to the lowest compared entry with this formula, charge and spin: 0.0000 2.1099 0.8801 3.6701 0.3146 1.7852 0.3026 2.4253 (eV)